Entry 1:
# C26H21AgN5OS5Sb

A molecular structure, C26H21AgN5OS5Sb in a non-equilibrium geometry (wB97M-V/def2-TZVPD, the Open Molecules 2025 dataset).

XYZ file:
```
60
Properties=species:S:1:pos:R:3:nbo_charge:R:1
Ag -0.728 -0.527 0.055 0.83
N 1.286 -4.878 0.549 -0.61
C 1.139 -3.501 0.482 0.34
N 0.006 -2.956 0.101 -0.60
C -1.101 -3.710 -0.111 0.41
N -2.278 -3.178 -0.292 -0.41
N -2.421 -1.853 -0.375 -0.24
C -3.600 -1.406 0.004 -0.02
C -3.934 -0.031 -0.085 0.16
C -5.262 0.422 0.070 -0.25
C -5.535 1.766 0.011 -0.19
C -4.480 2.656 -0.196 -0.29
C -3.203 2.131 -0.348 0.06
N -2.922 0.844 -0.296 -0.41
C -0.986 -5.165 -0.125 -0.16
C -2.024 -6.014 -0.491 -0.14
C -1.867 -7.388 -0.437 -0.28
C -0.670 -7.929 0.010 -0.19
C 0.377 -7.105 0.381 -0.29
C 0.239 -5.719 0.299 0.29
H 2.113 -5.228 1.005 0.41
H 2.048 -2.950 0.277 0.24
H -4.321 -2.095 0.440 0.17
H -6.050 -0.304 0.214 0.20
H -6.552 2.129 0.121 0.20
H -4.653 3.723 -0.234 0.20
H -2.356 2.786 -0.509 0.21
H -2.951 -5.562 -0.810 0.23
H -2.679 -8.045 -0.724 0.20
H -0.556 -9.002 0.083 0.20
H 1.307 -7.525 0.732 0.20
S 1.620 -2.920 2.792 -0.80
Sb 1.370 -0.606 2.349 1.39
S -0.911 -0.065 2.564 -0.97
S 1.996 -0.415 0.049 -0.89
S 2.668 0.825 3.578 -0.95
O 0.115 1.659 -0.800 -1.05
S 1.117 1.952 0.241 1.32
C 2.706 2.226 -0.586 -0.07
C 3.842 2.364 0.193 -0.25
C 5.073 2.484 -0.423 -0.21
C 5.167 2.454 -1.807 -0.25
C 4.023 2.302 -2.577 -0.21
C 2.786 2.198 -1.965 -0.28
C 0.953 3.801 0.306 -0.25
C 0.303 4.467 -0.716 -0.17
C 0.203 5.846 -0.707 -0.25
C 0.763 6.567 0.336 -0.25
C 1.408 5.901 1.367 -0.21
C 1.501 4.519 1.355 -0.22
H 3.755 2.315 1.269 0.26
H 5.965 2.581 0.180 0.20
H 6.138 2.528 -2.282 0.19
H 4.099 2.257 -3.657 0.19
H 1.881 2.045 -2.535 0.23
H -0.123 3.875 -1.513 0.22
H -0.315 6.355 -1.512 0.19
H 0.686 7.647 0.350 0.19
H 1.836 6.462 2.190 0.20
H 1.992 3.992 2.160 0.24
```

* charge: -2
* energy relative to the best compared isomer or geometry (same formula, charge and spin): 88.8 kJ/mol
* E_LUMO: 4.4 eV
* frontier orbital gap: 5.636 eV
* E_tot: -101515.0277 eV

Entry 2:
# C36H30NO2PSV

A molecular structure, C36H30NO2PSV (wB97M-V/def2-TZVPD, the Open Molecules 2025 dataset).

XYZ file:
```
72
Properties=species:S:1:pos:R:3:lowdin_spin:R:1
V 0.628 0.603 0.350 1.96
C -0.918 4.794 3.869 0.00
C -1.508 5.732 2.814 0.00
C -2.951 6.068 3.217 0.00
C -0.668 7.017 2.781 0.00
C -1.511 5.100 1.425 0.00
C -2.040 5.823 0.337 0.00
C -2.088 5.313 -0.943 0.00
C -1.586 4.033 -1.154 0.00
S -1.508 3.094 -2.619 0.00
C -0.792 1.799 -1.757 0.01
N -0.597 2.046 -0.477 0.01
C -1.051 3.306 -0.098 0.00
C -1.013 3.831 1.190 0.00
C -0.385 0.509 -2.317 0.01
C -0.610 0.147 -3.640 0.00
C -0.194 -1.099 -4.079 0.01
C 0.447 -1.969 -3.207 0.00
C 0.688 -1.596 -1.887 0.01
C 0.280 -0.353 -1.423 -0.03
H -0.943 5.288 4.841 0.00
H 0.123 4.548 3.649 0.00
H -1.496 3.870 3.951 0.00
H -2.963 6.521 4.209 0.00
H -3.567 5.168 3.242 0.00
H -3.410 6.775 2.525 0.00
H -0.661 7.481 3.768 0.00
H -1.068 7.744 2.074 0.00
H 0.363 6.798 2.496 0.00
H -2.429 6.818 0.504 0.00
H -2.504 5.891 -1.756 0.00
H -0.599 3.229 1.989 0.00
H -1.108 0.824 -4.325 0.00
H -0.365 -1.393 -5.105 0.00
H 0.770 -2.940 -3.559 0.00
H 1.207 -2.283 -1.227 0.00
O 3.920 -0.172 -0.292 0.00
C 3.265 0.032 0.691 0.00
O 2.351 1.011 0.808 0.01
C 3.452 -0.792 1.945 0.00
C 4.757 -1.077 2.329 0.00
C 5.005 -1.787 3.491 0.00
C 3.949 -2.237 4.274 0.00
C 2.645 -1.990 3.881 0.00
C 2.385 -1.270 2.714 0.00
P 0.653 -1.090 2.191 0.00
C 0.071 -2.721 1.672 0.00
C 0.902 -3.837 1.668 0.00
C 0.425 -5.049 1.187 0.00
C -0.874 -5.149 0.712 0.00
C -1.702 -4.033 0.707 0.00
C -1.230 -2.820 1.176 0.00
C -0.257 -0.613 3.682 0.00
C -0.024 0.670 4.180 0.00
C -0.677 1.098 5.324 0.00
C -1.569 0.250 5.969 0.00
C -1.802 -1.024 5.475 0.00
C -1.147 -1.462 4.331 0.00
H 5.569 -0.724 1.707 0.00
H 6.025 -1.986 3.790 0.00
H 4.141 -2.786 5.186 0.00
H 1.820 -2.357 4.480 0.00
H 1.919 -3.765 2.031 0.00
H 1.073 -5.916 1.186 0.00
H -1.242 -6.096 0.341 0.00
H -2.713 -4.109 0.328 0.00
H -1.874 -1.947 1.158 0.00
H 0.689 1.323 3.684 0.00
H -0.490 2.090 5.714 0.00
H -2.080 0.584 6.862 0.00
H -2.493 -1.684 5.982 0.00
H -1.326 -2.459 3.948 0.00
```

* charge: +1
* energy relative to the best compared isomer or geometry (same formula, charge and spin): 5.6 kJ/mol
* ⟨S²⟩: 2.02
* E_LUMO (alpha / beta): -3.7 / -3.4 eV
* 2S+1: 3
* frontier orbital gap (alpha / beta): 7.441 / 7.837 eV
* E_tot: -89212.2893 eV

Entry 3:
# C12H25CaO12

A molecular structure, C12H25CaO12 in a non-equilibrium geometry (wB97M-V/def2-TZVPD, the Open Molecules 2025 dataset).

XYZ file:
```
50
Properties=species:S:1:pos:R:3:nbo_charge:R:1
Ca -0.405 0.748 -1.011 1.78
C -0.079 1.219 -3.862 0.92
O 0.854 1.913 -3.303 -0.89
O -1.190 0.981 -3.255 -0.96
O 0.239 0.732 -5.024 -0.93
C -1.560 3.372 -0.984 0.89
O -2.354 2.344 -0.792 -0.97
O -1.767 4.051 -2.069 -0.83
O -0.302 3.137 -0.708 -0.99
O 2.876 -2.365 -1.180 -0.79
C 2.267 -1.377 -1.959 0.95
O 2.840 -1.103 -3.014 -0.73
O 1.234 -0.844 -1.478 -0.87
H 3.579 -2.592 -1.804 0.47
C -2.569 -3.080 -0.178 -0.65
C -2.145 -2.130 -1.281 0.07
C -3.142 -2.143 -2.433 -0.64
O -2.225 -0.776 -0.786 -0.72
H -1.872 -3.202 0.651 0.20
H -2.634 -4.070 -0.653 0.19
H -3.579 -2.869 0.185 0.18
H -1.136 -2.307 -1.651 0.23
H -4.183 -2.058 -2.106 0.17
H -3.078 -3.053 -3.048 0.18
H -2.919 -1.336 -3.136 0.29
H -3.058 -0.725 -0.311 0.47
C 3.930 1.667 0.033 -0.64
C 2.749 1.293 0.945 0.10
C 2.817 2.083 2.246 -0.63
O 1.572 1.584 0.245 -0.75
H 4.052 0.936 -0.766 0.25
H 4.839 1.922 0.592 0.16
H 3.735 2.598 -0.511 0.22
H 2.800 0.219 1.138 0.16
H 2.044 1.777 2.952 0.20
H 2.664 3.152 2.068 0.21
H 3.789 2.019 2.750 0.17
H 1.497 2.530 0.019 0.53
C 0.159 -0.554 3.564 -0.64
C -0.905 -0.658 2.473 0.10
C -2.104 0.218 2.742 -0.64
O -0.342 -0.416 1.199 -0.73
H -0.303 -0.837 4.517 0.18
H 0.436 0.492 3.702 0.21
H 1.042 -1.159 3.365 0.20
H -1.331 -1.675 2.443 0.13
H -1.842 1.281 2.752 0.24
H -2.546 -0.089 3.692 0.18
H -2.845 0.175 1.943 0.24
H 0.401 -1.023 1.084 0.49
```

* charge: -3
* energy relative to the best compared isomer or geometry (same formula, charge and spin): 0.0 kJ/mol
* E_LUMO: 6.1 eV
* frontier orbital gap: 1.651 eV
* E_tot: -55856.5310 eV

Entry 4:
# H11O6

6 unconnected molecules or ions with the total composition H11O6 in a non-equilibrium geometry (wB97M-V/def2-TZVPD, the Open Molecules 2025 dataset).

XYZ file:
```
17
Properties=species:S:1:pos:R:3:nbo_charge:R:1
O -1.219 -0.655 -0.387 -1.22
H -0.952 -1.565 -0.578 0.44
O -3.724 0.398 -0.680 -1.01
H -3.799 0.204 -1.614 0.46
H -2.855 0.026 -0.406 0.52
O -1.268 -0.474 -2.974 -1.03
H -0.409 -0.541 -3.345 0.44
H -1.189 -0.494 -1.965 0.51
O -0.491 -0.389 2.018 -1.07
H -0.729 -0.488 0.999 0.52
H -0.845 0.482 2.243 0.46
O 6.258 3.842 -1.217 -0.94
H 6.751 3.394 -0.520 0.47
H 5.862 3.132 -1.767 0.47
O -0.220 -2.582 3.610 -0.99
H -1.173 -2.398 3.624 0.46
H 0.001 -1.892 2.958 0.51
```

* charge: -1
* energy relative to the best compared isomer or geometry (same formula, charge and spin): 69.8 kJ/mol
* E_LUMO: 2.6 eV
* frontier orbital gap: 8.083 eV
* E_tot: -12465.3339 eV

Entry 5:
# BH4NO

2 unconnected molecules or ions with the total composition BH4NO in a non-equilibrium geometry (wB97M-V/def2-TZVPD, the Open Molecules 2025 dataset).

XYZ file:
```
7
Properties=species:S:1:pos:R:3:nbo_charge:R:1
B -0.600 -0.713 -0.240 0.95
N 1.605 0.196 -0.028 -1.14
O -1.249 0.299 0.100 -0.91
H -0.571 -1.831 -0.648 -0.08
H 1.497 0.359 0.960 0.31
H 1.508 1.079 -0.453 0.31
H -2.190 0.612 0.308 0.55
```

* charge: 0
* energy relative to the best compared isomer or geometry (same formula, charge and spin): 436.3 kJ/mol
* E_LUMO: -0.1 eV
* frontier orbital gap: 7.653 eV
* E_tot: -4276.3647 eV

Entry 6:
# C18H23CeN5O2S

A molecular structure, C18H23CeN5O2S in a non-equilibrium geometry (wB97M-V/def2-TZVPD, the Open Molecules 2025 dataset).

XYZ file:
```
50
Properties=species:S:1:pos:R:3:mulliken_charge:R:1
N 1.046 4.900 -1.409 -0.46
C 0.823 5.868 -0.791 0.41
C 0.673 7.108 -0.046 -0.78
H -0.387 7.388 0.043 0.30
H 1.203 7.918 -0.567 0.30
H 1.099 6.993 0.962 0.29
N 4.363 -2.576 -2.610 -0.41
C 5.068 -3.084 -1.837 0.36
C 6.053 -3.740 -0.985 -0.75
H 7.066 -3.516 -1.354 0.30
H 5.910 -4.832 -1.013 0.30
H 5.946 -3.375 0.046 0.27
N -3.836 -2.969 -1.305 -0.43
C -4.851 -3.053 -0.747 0.39
C -6.093 -3.246 -0.004 -0.82
H -5.905 -3.910 0.849 0.30
H -6.872 -3.667 -0.651 0.32
H -6.475 -2.291 0.381 0.29
Ce 0.203 -0.029 -1.513 0.81
C 0.847 -2.147 0.166 0.10
O 0.719 -2.897 1.037 -0.04
C 2.746 0.023 -0.229 0.17
O 3.291 0.221 0.771 -0.05
C 0.534 1.458 -3.230 -0.25
C -0.832 1.481 -2.873 -0.33
C -1.591 0.286 -2.881 -0.28
C -0.987 -0.935 -3.254 -0.35
C 0.382 -0.963 -3.613 -0.39
C 1.146 0.235 -3.595 -0.33
H 1.099 2.390 -3.234 0.60
H -1.272 2.418 -2.538 0.66
H -2.603 0.309 -2.479 0.66
H -1.546 -1.868 -3.143 0.62
H 0.875 -1.916 -3.815 0.66
H 2.208 0.236 -3.840 0.66
S -1.568 1.353 0.397 -0.11
C -1.039 0.625 1.869 0.16
N -1.839 -0.243 2.521 -0.08
C -1.262 -1.074 3.591 -0.45
C -0.631 -0.113 4.579 -0.59
C 0.401 0.762 3.897 -0.58
N 0.145 0.915 2.455 -0.03
H -2.623 -0.622 1.993 0.28
H -0.508 -1.778 3.198 0.14
H -2.067 -1.671 4.025 0.46
H -0.197 -0.667 5.413 0.38
H -1.397 0.554 4.983 0.31
H 1.401 0.337 4.003 0.37
H 0.434 1.754 4.359 0.34
H 0.701 1.649 2.020 0.33
```

* charge: +4
* energy relative to the best compared isomer or geometry (same formula, charge and spin): 858.5 kJ/mol
* E_LUMO (alpha / beta): -18.0 / -18.0 eV
* frontier orbital gap (alpha / beta): 2.734 / 2.772 eV
* E_tot: -54297.4467 eV